*w*
The following is a DFT calculation (the ωB97M-V functional and the def2-TZVPD basis) of the ion C5H11IN with charge +1.

The geometry in XYZ format:
```
18
Properties=species:S:1:pos:R:3:nbo_charge:R:1
H 1.75 -0.17 2.22 0.2587
H 1.78 1.14 1.00 0.2449
N -0.88 -0.53 -1.64 -0.5407
H 0.57 0.75 -2.69 0.2555
C 0.41 -0.07 -2.02 -0.2406
C 0.06 -0.14 0.73 0.0578
H -1.73 -0.27 -2.15 0.4466
H -0.79 0.41 2.70 0.2537
C -0.89 0.62 1.68 -0.6746
H 2.01 -0.69 0.57 0.2317
H 1.21 -0.73 -2.28 0.2647
C -0.21 0.29 -0.70 -0.1071
H -0.89 1.72 1.41 0.2378
H -1.00 -1.54 -1.42 0.4544
I -0.33 -2.51 0.60 0.0451
H -0.61 1.41 -0.71 0.2648
C 1.51 0.06 1.14 -0.6872
H -1.99 0.26 1.55 0.2344
```

Results
total charge = +1
molar mass = 212.054 g mol⁻¹
LUMO = -4.30 eV
E_HOMO = -13.65 eV


*x*
The following is a DFT calculation (the ωB97M-V functional and the def2-TZVPD basis) of the ion C5H11IN with charge +1.

The geometry in XYZ format:
```
18
Properties=species:S:1:pos:R:3:nbo_charge:R:1
H -1.70 -0.47 1.29 0.2654
I 3.37 0.37 -0.07 0.4405
H 0.77 0.64 1.53 0.2714
H 2.08 -2.33 -1.10 0.2816
H -1.24 -0.70 -0.38 0.2235
C -1.26 1.30 0.28 -0.2230
C 1.45 -0.63 0.11 0.3422
C -1.01 -0.10 0.52 -0.4154
H 0.46 -2.36 -0.34 0.2573
H 0.78 -1.34 -1.62 0.2918
H -2.28 1.59 0.00 0.2363
H -0.40 2.99 -0.92 0.4165
H 0.34 1.36 -1.20 0.3591
C 1.23 -1.76 -0.81 -0.7797
C 0.44 -0.25 1.08 -0.5740
N -0.31 2.03 -0.68 -0.8999
H 0.58 -1.24 1.66 0.3212
H -1.08 1.86 1.29 0.1852
```

Results
total charge = +1
molar mass = 212.054 g mol⁻¹
LUMO (alpha / beta) = -6.34 / -6.34 eV
E_HOMO (alpha / beta) = -12.45 / -12.45 eV


Most stable one: *w*, least stable one: *x*.


*w*
The following is a DFT calculation (the ωB97M-V functional and the def2-TZVPD basis) of a structure of composition C37H59BCaNO7SbSe4.

The geometry in XYZ format:
```
111
Properties=species:S:1:pos:R:3:lowdin_charge:R:1
H -6.59 0.62 2.77 0.0732
H -0.72 1.81 -5.43 0.0886
H -3.99 1.63 -3.38 0.0844
C -2.85 -0.49 1.18 -0.3214
C -5.19 1.94 -1.59 -0.5593
H 4.49 -4.32 1.67 0.1020
H 4.37 0.60 2.10 0.0651
H 7.03 -1.55 0.47 0.0936
C 5.01 -3.54 1.11 -0.0086
H -6.91 -0.87 1.86 0.0783
H 6.46 -0.39 -0.74 0.0914
H 4.31 -1.16 3.49 0.0637
Se -0.19 0.45 6.40 0.1540
O 3.04 -2.22 1.32 0.1661
H -6.82 -0.90 3.62 0.0804
C 1.86 3.49 -3.86 -0.0548
H 1.00 1.76 -5.81 0.0689
C -2.23 0.06 0.01 -0.1814
C -5.75 3.16 -0.84 -0.0604
H 2.10 3.76 -2.83 0.0881
C 1.83 -0.61 -2.61 -0.1001
H -0.62 4.56 -4.06 0.0802
H 6.08 -3.63 1.29 0.0897
C 2.86 -3.01 -2.49 -0.0349
C 1.12 1.33 3.44 -0.5592
Ca 0.02 -1.50 1.60 1.4539
H 6.09 0.20 2.16 0.0954
H -4.94 3.76 -0.43 0.0867
C 1.33 2.10 2.14 -0.0361
C -3.00 0.81 -0.88 0.0035
H 1.88 -3.40 -2.19 0.1025
B 2.81 -1.44 0.22 -0.8632
H 4.24 -2.90 3.58 0.1088
C -0.05 0.09 -1.14 -0.2275
H 2.03 2.92 2.29 0.0796
C 4.14 -1.12 -3.50 -0.0375
C -4.89 -0.77 2.69 -0.5260
H 3.49 -2.95 -1.61 0.0579
H 1.10 -2.45 -4.46 0.0961
H 2.27 0.23 4.92 0.0350
C 0.21 2.37 -5.37 -0.0547
O 0.38 -2.91 3.38 -0.5047
Se -0.58 -0.79 4.55 0.6916
H 5.43 1.12 0.79 0.0974
H -6.33 3.79 -1.52 0.0722
H -0.90 1.98 -1.67 0.0836
H 3.33 -3.74 -3.16 0.0850
H -7.00 1.71 -2.79 0.0724
C 4.97 -0.96 0.70 -0.4192
H -2.56 1.12 -1.81 0.0677
H -3.73 -2.61 2.80 0.0709
H 3.19 1.46 4.02 0.0882
C -6.37 1.11 -2.12 -0.0600
C -6.39 -0.46 2.72 -0.0867
H 4.82 -3.72 0.05 0.0793
O 0.14 0.35 3.13 -0.5333
O 1.56 -1.55 -0.36 0.0685
C -4.39 2.45 -2.78 -0.0813
H 5.79 -2.09 3.27 0.0962
C -4.21 -0.21 1.43 -0.0922
C 2.11 -2.06 -4.60 -0.0564
C 2.40 0.70 3.95 -0.0857
H -6.40 2.86 -0.02 0.0718
H 5.99 -2.09 -0.85 0.0815
H 2.10 0.60 -4.36 0.0862
C 6.18 -1.28 -0.16 -0.0168
H -3.56 3.08 -2.46 0.0691
H -6.00 0.24 -2.68 0.0850
H -5.26 -2.66 3.67 0.0770
C -0.58 3.68 -3.42 -0.0675
H 0.11 3.28 -5.97 0.0764
Sb -1.72 -3.19 6.59 0.0461
H -5.95 0.82 0.73 0.0828
H -3.17 -0.18 3.86 0.0288
H -4.54 0.91 4.02 0.0844
Se -0.12 -4.39 7.88 -0.3529
H 0.71 2.01 4.20 0.0886
H 0.39 2.49 1.77 0.0874
C 4.72 -2.07 3.07 0.0071
H 4.12 -0.31 -4.24 0.0761
H -5.04 3.05 -3.43 0.0770
Se -3.90 -3.25 7.50 -0.3601
H 2.03 -1.20 -5.27 0.0674
H -6.99 0.73 -1.31 0.0727
H -1.56 3.20 -3.45 0.0641
C -0.17 1.24 -1.96 0.0203
C 4.47 -2.19 1.57 -0.4235
H 4.58 -0.73 -2.59 0.0671
C -4.25 -0.14 3.93 -0.0375
C -4.77 -2.30 2.77 -0.0460
C 0.52 2.74 -3.91 -0.5503
H -5.24 -2.76 1.90 0.0823
C 5.23 0.31 1.50 -0.0006
C 1.15 -0.67 -1.40 -0.1011
C -4.91 0.59 0.53 -0.0201
H 4.80 -1.91 -3.90 0.0834
H 2.67 2.89 -4.25 0.0730
H 2.72 -2.82 -5.09 0.0779
H 1.80 4.42 -4.45 0.0756
C -4.34 1.09 -0.64 -0.2001
H 1.75 1.45 1.36 0.0771
N -0.88 -0.34 -0.19 -0.0413
C 1.56 0.50 -3.43 -0.0442
H -0.40 4.01 -2.40 0.0891
O 3.86 -0.67 -0.19 0.1759
C 0.64 1.46 -3.07 -0.1862
O 0.80 -1.90 4.35 -0.6293
H 2.70 -0.07 3.25 0.0499
C 2.74 -1.68 -3.25 -0.5060
H -4.54 -0.67 4.84 0.0789
O -2.14 -1.26 1.97 -0.3120
```

Results
total charge = -2
molar mass = 1118.369 g mol⁻¹
LUMO = 3.41 eV
E_HOMO = -1.56 eV


*x*
The following is a DFT calculation (the ωB97M-V functional and the def2-TZVPD basis) of a structure of composition C37H59BCaNO7SbSe4.

The geometry in XYZ format:
```
111
Properties=species:S:1:pos:R:3:lowdin_charge:R:1
H 3.10 1.41 5.28 0.0841
H 4.14 -1.47 5.42 0.0902
H 5.67 -0.10 2.88 0.0935
H -4.90 -0.79 -1.62 0.0876
H 3.43 -1.73 1.69 0.0720
C 1.39 1.61 -5.33 -0.0792
O 2.96 -0.41 0.06 -0.4937
H -1.86 2.20 -6.31 0.0731
C -0.72 0.97 -3.99 -0.0876
H -4.60 0.85 -5.00 0.0726
H -3.31 -5.36 0.10 0.0801
H 2.60 -2.31 5.21 0.0886
C -2.09 -1.80 2.85 -0.0250
O 2.60 1.25 2.69 0.1546
H -0.31 2.49 -7.09 0.0771
C -0.67 -0.13 1.94 -0.0917
Se 2.71 0.65 -2.46 1.0731
C 2.79 4.39 -0.27 -0.6420
C -2.13 -2.46 1.63 -0.1735
C -1.45 0.01 4.44 -0.5036
C 4.86 0.50 2.44 0.0016
Se 5.18 2.80 -4.91 -0.1774
C -1.53 -1.87 0.54 0.0239
H -1.55 -2.34 -0.43 0.1033
O 2.75 -0.72 -1.34 -0.6178
C -4.99 0.38 -4.10 -0.0559
H 2.61 -0.64 5.78 0.0794
C 3.10 -1.35 5.11 -0.0199
H 0.22 4.05 -5.22 0.0859
H 2.05 2.02 -4.57 0.0008
O 1.62 -0.74 3.34 0.1761
C -2.79 -4.40 0.12 -0.0646
C 4.23 3.90 -0.06 -0.0750
H -4.77 -4.69 1.92 0.0766
N -0.34 0.04 -0.45 -0.0229
H 4.79 0.88 5.18 0.0887
C -2.09 -4.82 2.46 -0.0518
C -0.96 -0.99 5.49 -0.0395
C -2.81 -3.83 1.54 -0.5512
H -3.06 0.74 5.70 0.0783
H -4.37 -3.35 3.00 0.0705
H 0.33 3.45 -3.56 0.0714
H 4.97 4.62 -0.42 0.0653
C -0.69 1.32 4.66 -0.0356
H 4.40 3.72 1.01 0.0572
H 4.39 2.96 -0.59 0.0645
H -1.04 -4.91 2.16 0.0905
C -4.79 -1.47 -2.46 -0.0718
C -0.18 0.76 -2.73 -0.2244
H 0.02 -1.39 5.22 0.0744
H -4.82 -3.02 1.32 0.0858
H 4.60 0.10 1.46 0.0747
H 2.67 5.30 0.36 0.1105
C -1.98 0.42 -4.26 -0.0183
C -4.10 -0.79 -3.65 -0.5528
H -2.11 -4.48 3.50 0.0735
H -0.88 -0.50 6.47 0.0815
H -2.55 -5.81 2.41 0.0764
H 4.26 2.33 4.32 0.0940
H -5.05 1.14 -3.32 0.0890
H -5.78 -1.81 -2.76 0.0785
H -1.25 3.61 -4.34 0.0860
H 0.39 1.18 4.71 0.0745
H -6.01 0.02 -4.32 0.0745
C -2.16 -0.42 -2.03 0.0233
C -4.28 -3.71 1.97 -0.0535
H 1.59 0.54 -5.44 0.0866
C -0.09 1.91 -5.04 -0.5134
Ca 1.52 1.33 0.10 1.3791
H -2.74 -0.89 -1.25 0.0792
C 2.59 4.82 -1.72 -0.0799
H -4.23 -2.34 -2.12 0.0657
H -3.40 -2.67 -4.47 0.0880
H -2.41 0.54 -5.24 0.0786
C -2.71 -0.26 -3.29 -0.1817
C 3.02 -0.91 3.66 -0.4216
C -0.83 1.85 -6.38 -0.0823
O 1.88 3.43 0.10 -0.4460
O 0.99 1.42 -2.36 -0.4903
H 1.59 5.25 -1.84 0.0649
H -0.84 0.83 -6.79 0.0885
B 1.48 0.46 2.72 -0.8933
C 3.66 0.52 3.37 -0.4154
H -1.77 -4.56 -0.23 0.0906
Sb 5.68 0.54 -4.47 -0.2734
Se 6.82 -0.01 -2.49 -0.1757
H -2.62 -2.22 3.70 0.0910
C -2.93 0.34 4.69 -0.0536
H -0.90 2.07 3.89 0.1013
C -3.99 -1.81 -4.78 -0.0529
H -3.28 1.09 3.98 0.0929
C -0.20 3.35 -4.50 -0.0337
O 0.31 0.89 2.11 0.0633
H 2.66 3.95 -2.38 0.0504
C -0.85 -0.63 0.61 -0.1948
C 3.55 -2.01 2.75 -0.0025
Se 5.02 -1.14 -5.99 -0.2203
C -1.36 -0.62 3.03 -0.0939
H -0.99 1.73 5.63 0.0841
H -3.28 -3.73 -0.59 0.0645
H -3.50 -1.38 -5.66 0.0746
H -1.65 -1.84 5.60 0.0733
H 4.60 -2.22 2.95 0.0909
C -0.89 0.07 -1.70 -0.1935
C 3.97 1.32 4.62 -0.0134
H 5.22 1.52 2.31 0.0899
H 3.33 5.55 -2.04 0.0642
H 1.69 2.10 -6.27 0.0820
H -4.98 -2.17 -5.08 0.0759
H 2.97 -2.91 2.93 0.0942
H -3.56 -0.54 4.59 0.0694
```

Results
total charge = -2
molar mass = 1118.369 g mol⁻¹
LUMO = 3.66 eV
E_HOMO = -2.08 eV


Most stable one: *x*, least stable one: *w*.